[1]
# C9H14O

A 2-piece molecular cluster, C9H14O overall (ωB97M-V/def2-TZVPD, the Open Molecules 2025 dataset).

```
! RIJCOSX wB97M-V def2-TZVPD def2/J DEFGRID3
* xyz 0 1
C -2.39 1.05 0.60
C -1.03 1.02 1.22
C -0.84 0.21 2.35
C 0.44 -0.02 2.87
C 1.48 0.85 2.60
O 2.66 0.87 3.32
C 1.30 1.74 1.52
C 0.10 1.72 0.84
H -3.12 0.53 1.22
H -2.39 0.53 -0.36
H -2.75 2.06 0.42
H -1.66 -0.35 2.79
H 0.57 -0.90 3.49
H 3.38 0.55 2.74
H 2.11 2.38 1.19
H 0.04 2.42 0.01
C 0.95 -1.88 -3.09
C -0.48 -1.81 -3.50
H 1.28 -2.26 -2.13
H 1.52 -2.27 -3.95
H 1.50 -0.92 -3.14
H -0.96 -2.79 -3.41
H -0.61 -1.62 -4.57
H -1.12 -1.08 -3.01
*
```

Properties
HOMO energy, eV: -8.74
Kohn-Sham gap, eV: 9.5
LUMO, eV: 0.8
Energy above the lowest of the compared OMol25 structures with the same formula, charge and spin, kcal/mol: 22.3
SMILES: Cc1ccc(O)cc1.CC



[2]
# C43H43N6O3PS2SrTe

C43H43N6O3PS2SrTe as an isolated structure (ωB97M-V/def2-TZVPD, the Open Molecules 2025 dataset).

```
! RIJCOSX wB97M-V def2-TZVPD def2/J DEFGRID3
* xyz -2 1
Sr 8.75 6.59 18.03
C 3.47 4.33 14.14
C 4.53 5.31 13.54
N 5.00 6.24 14.53
C 5.79 6.00 15.60
S 6.29 7.54 16.32
N 6.10 4.79 15.71
N 7.10 4.52 16.68
C 7.21 3.25 16.86
C 6.24 2.23 16.28
C 8.44 2.78 17.56
C 8.91 1.47 17.48
C 10.04 1.11 18.22
C 10.72 2.12 18.89
C 10.27 3.39 18.81
N 9.16 3.78 18.18
H 3.72 4.08 15.11
H 3.54 3.44 13.57
H 2.48 4.75 14.21
H 3.98 5.90 12.81
H 5.40 4.82 13.02
H 4.80 7.21 14.31
H 6.41 1.19 16.63
H 6.24 2.20 15.19
H 5.22 2.52 16.58
H 8.31 0.67 17.15
H 10.39 0.10 18.20
H 11.58 1.97 19.51
H 10.68 4.30 19.21
C 16.00 6.04 20.50
O 15.82 5.02 19.49
C 14.74 5.24 18.60
C 14.99 5.28 17.22
C 14.00 5.69 16.36
C 12.71 6.04 16.78
C 11.65 6.42 15.80
C 12.02 7.02 14.48
O 10.42 6.21 15.95
C 12.43 6.04 18.21
O 11.32 6.41 18.69
C 13.49 5.66 19.03
H 16.51 6.86 20.05
H 16.55 5.64 21.32
H 15.14 6.47 20.92
H 15.93 5.10 16.76
H 14.12 5.78 15.31
H 12.89 7.72 14.49
H 11.13 7.63 14.14
H 12.26 6.21 13.78
H 13.28 5.74 20.11
N 10.98 13.22 15.47
C 9.81 13.00 16.36
S 8.70 14.33 16.42
C 9.59 11.78 17.00
C 10.57 10.71 16.87
C 10.23 9.44 17.19
N 9.03 8.98 17.70
C 8.16 10.03 18.00
C 8.46 11.36 17.77
H 11.29 14.15 15.59
H 11.79 12.59 15.58
H 11.54 10.87 16.36
H 10.90 8.59 17.11
H 7.17 9.79 18.35
H 7.78 12.15 18.22
Te 5.45 6.97 18.65
C 10.31 3.85 24.25
C 9.18 4.44 24.72
C 8.44 5.28 23.97
C 8.83 5.62 22.69
C 10.05 5.11 22.24
C 10.79 4.21 23.00
P 7.78 6.74 21.60
C 7.80 8.37 22.39
C 8.29 9.40 21.58
C 8.35 10.69 22.13
C 7.87 11.00 23.43
C 7.34 9.96 24.18
C 7.31 8.68 23.66
C 6.03 6.10 21.90
C 5.80 4.76 22.20
C 4.56 4.28 22.36
C 3.49 5.13 22.26
C 3.68 6.48 21.98
C 4.98 6.98 21.82
H 10.87 3.23 24.91
H 8.74 4.19 25.69
H 7.55 5.76 24.42
H 10.41 5.42 21.28
H 11.70 3.77 22.67
H 8.69 9.19 20.60
H 8.75 11.41 21.46
H 7.92 12.04 23.77
H 6.93 10.23 25.15
H 6.84 7.86 24.20
H 6.62 4.02 22.21
H 4.50 3.22 22.66
H 2.51 4.69 22.48
H 2.83 7.13 22.00
H 5.17 7.98 21.60
*
```

Properties
HOMO energy (alpha / beta), eV: -1.29 / 0.66
Kohn-Sham gap (alpha / beta), eV: 5.2 / 3.2
LUMO (alpha / beta), eV: 3.9 / 3.9
Energy above the lowest of the compared OMol25 structures with the same formula, charge and spin, kcal/mol: 0.0



[3]
# C7H7AsCl2CoO6S

C7H7AsCl2CoO6S as an isolated structure (ωB97M-V/def2-TZVPD, the Open Molecules 2025 dataset).

```
! RIJCOSX wB97M-V def2-TZVPD def2/J DEFGRID3
* xyz 0 2
Co 0.82 0.50 -2.48
Cl 2.93 0.88 -3.61
C 3.05 2.35 -2.60
Cl 1.41 2.83 -2.16
H 3.54 3.13 -3.17
H 3.59 2.09 -1.70
O -3.00 1.22 -0.30
As -1.24 1.16 -0.30
O -0.57 2.55 0.20
O -0.94 0.66 -1.88
C -0.99 -0.28 1.00
C -1.94 -0.34 2.01
C -1.84 -1.29 3.03
C -0.80 -2.19 3.06
C 0.16 -2.14 2.05
C 0.06 -1.20 1.04
S 1.34 -1.27 -0.19
O 0.29 -1.78 -1.36
O 1.68 0.14 -0.54
O 0.83 -1.34 -2.62
H -3.30 1.04 -1.20
H -2.77 0.35 2.00
H -2.60 -1.31 3.80
H -0.72 -2.92 3.85
H 1.00 -2.84 2.05
*
```

Properties
HOMO energy (alpha / beta), eV: -9.26 / -9.23
Expectation value of S²: 0.763
Kohn-Sham gap (alpha / beta), eV: 9.1 / 9.1
LUMO (alpha / beta), eV: -0.2 / -0.1



[4]
# C19H28BN7SiZn

C19H28BN7SiZn as an isolated structure (ωB97M-V/def2-TZVPD, the Open Molecules 2025 dataset).

```
! RIJCOSX wB97M-V def2-TZVPD def2/J DEFGRID3
* xyz 0 1
H -0.70 -3.59 1.37
N 0.02 -2.36 -0.23
B 0.88 -1.67 -2.66
N 0.65 -2.65 -1.45
C 0.69 -4.00 -1.59
Zn -0.76 -0.72 0.51
H 1.03 -4.44 -2.52
C 0.12 -4.60 -0.47
H -0.03 -5.66 -0.31
C -0.26 -3.55 0.38
H 0.48 -2.33 -3.62
C 3.19 3.20 -0.37
H 2.70 4.16 -0.15
H 2.51 2.38 -0.13
H 3.45 3.14 -1.43
N 2.38 -1.31 -3.13
N -0.15 -0.49 -2.56
N 3.25 -0.48 -2.47
N -0.74 -0.03 -1.40
C 2.97 -1.77 -4.28
C -0.80 0.04 -3.63
H 2.43 -2.43 -4.94
H -0.56 -0.29 -4.63
C 4.27 -1.26 -4.35
C -1.81 0.87 -3.16
C 4.40 -0.46 -3.18
C -1.72 0.83 -1.76
H 5.00 -1.42 -5.11
H -2.53 1.41 -3.74
H 5.27 0.11 -2.87
H -2.29 1.40 -1.03
H 4.07 3.10 0.22
C 1.67 0.19 2.19
Si 0.10 0.75 3.08
C -0.13 -0.23 4.65
C 0.27 2.55 3.53
N -1.24 0.41 2.01
C -2.56 0.75 2.02
C -3.53 -0.21 1.60
C -4.77 0.22 1.12
C -5.08 1.59 1.14
C -4.21 2.51 1.75
C -2.98 2.09 2.24
H 2.44 0.03 2.96
H 2.04 0.93 1.48
H 1.55 -0.77 1.65
H 0.62 0.07 5.39
H -1.13 -0.06 5.06
H -0.01 -1.31 4.45
H 0.59 3.16 2.68
H -0.66 2.98 3.94
H 1.04 2.62 4.31
H -3.21 -1.26 1.54
H -5.48 -0.50 0.71
H -6.02 1.94 0.71
H -4.48 3.57 1.82
H -2.25 2.80 2.62
*
```

Properties
HOMO energy, eV: -7.64
Kohn-Sham gap, eV: 7.9
LUMO, eV: 0.3
Energy above the lowest of the compared OMol25 structures with the same formula, charge and spin, kcal/mol: 31.5



[5]
# C22H20IrN4O5S

C22H20IrN4O5S as an isolated structure (ωB97M-V/def2-TZVPD, the Open Molecules 2025 dataset).

```
! RIJCOSX wB97M-V def2-TZVPD def2/J DEFGRID3
* xyz 2 2
Ir -0.05 0.02 0.24
O -2.83 -0.50 -2.56
C -2.22 -0.47 -1.54
O -1.24 0.44 -1.26
C -2.43 -1.45 -0.42
C -3.47 -2.33 -0.26
C -3.50 -3.11 0.89
C -2.51 -2.97 1.87
C -1.50 -2.07 1.64
N -1.46 -1.38 0.50
C -0.36 -1.70 2.54
O -0.09 -2.30 3.54
O 0.34 -0.64 2.08
H -4.25 -2.37 -1.01
H -4.30 -3.82 1.04
H -2.53 -3.53 2.80
C 4.74 -3.58 0.88
C 5.26 -2.39 0.39
C 4.42 -1.28 0.18
C 3.06 -1.37 0.44
C 2.54 -2.56 0.92
C 3.39 -3.66 1.15
N 2.21 -0.19 0.26
N 2.85 0.84 0.09
C 2.12 2.03 -0.03
C 2.74 3.24 -0.19
C 1.94 4.38 -0.24
C 0.57 4.24 -0.13
C 0.02 2.98 0.02
N 0.79 1.89 0.06
H 5.39 -4.42 1.06
H 6.32 -2.30 0.19
H 4.83 -0.35 -0.17
H 1.50 -2.63 1.15
H 2.97 -4.57 1.56
H 3.82 3.27 -0.25
H 2.39 5.36 -0.35
H -0.09 5.10 -0.16
H -1.05 2.83 0.09
O 0.78 -1.51 -1.41
S -0.02 -2.64 -2.13
C -0.04 -2.14 -3.88
C 0.86 -3.11 -4.65
C 1.92 -3.60 -3.68
C 1.18 -3.96 -2.40
H 0.32 -1.11 -3.87
H -1.08 -2.15 -4.21
H 1.30 -2.60 -5.51
H 0.27 -3.95 -5.02
H 2.66 -2.82 -3.48
H 2.45 -4.47 -4.08
H 1.79 -4.01 -1.50
H 0.60 -4.88 -2.50
*
```

Properties
HOMO energy (alpha / beta), eV: -15.08 / -15.08
Expectation value of S²: 0.761
Kohn-Sham gap (alpha / beta), eV: 6.1 / 6.2
LUMO (alpha / beta), eV: -9.0 / -8.8
Energy above the lowest of the compared OMol25 structures with the same formula, charge and spin, kcal/mol: 54.8



[6]
# C3H11CaN2

C3H11CaN2 as an isolated structure (ωB97M-V/def2-TZVPD, the Open Molecules 2025 dataset).

```
! RIJCOSX wB97M-V def2-TZVPD def2/J DEFGRID3
* xyz -1 1
C 0.62 -0.10 -3.23
Ca 0.18 -0.43 -1.43
N 1.02 1.75 -0.52
H -1.24 -1.90 -0.77
H -2.01 0.07 -1.14
H -0.14 -0.76 -3.72
H 1.71 -0.19 -3.18
H 0.07 0.89 -3.52
H 1.70 1.55 0.21
H 0.23 2.23 -0.07
H 1.45 2.41 -1.19
C -0.69 -1.01 3.60
C -0.45 -0.77 2.17
N -0.25 -0.56 1.04
H -0.70 -2.09 3.75
H -1.65 -0.56 3.85
H 0.13 -0.54 4.15
*
```

Properties
HOMO energy, eV: -0.82
Kohn-Sham gap, eV: 3.6
LUMO, eV: 2.8



[7]
# C20H25NO5S

A single C20H25NO5S molecule (ωB97M-V/def2-TZVPD, the Open Molecules 2025 dataset).

```
! RIJCOSX wB97M-V def2-TZVPD def2/J DEFGRID3
* xyz 0 1
C -1.58 1.61 5.62
N -0.51 2.31 6.30
S 0.11 3.62 5.44
O -0.92 4.28 4.70
O 0.88 4.39 6.38
C 1.21 2.76 4.33
C 2.46 2.39 4.78
C 3.30 1.68 3.94
C 2.89 1.34 2.67
C 1.63 1.72 2.22
C 1.14 1.35 0.86
O -0.01 1.47 0.50
O 2.12 0.90 0.07
C 1.68 0.40 -1.18
C 0.85 -0.87 -0.97
O 0.85 -1.42 0.10
C 0.02 -1.35 -2.15
C -1.30 -0.54 -2.10
C -2.22 -1.02 -3.23
C -1.53 -0.80 -4.58
C -0.24 -1.61 -4.62
C -0.55 -3.09 -4.44
C -1.24 -3.30 -3.09
C -2.53 -2.50 -3.04
C -0.31 -2.83 -1.97
C 0.70 -1.13 -3.50
C 0.78 2.44 3.06
H -2.39 2.29 5.33
H -1.17 1.16 4.73
H -1.97 0.84 6.27
H -0.76 2.62 7.23
H 2.75 2.68 5.78
H 4.28 1.39 4.29
H 3.53 0.78 2.01
H 2.58 0.16 -1.75
H 1.09 1.15 -1.70
H -1.09 0.52 -2.22
H -1.78 -0.68 -1.13
H -3.15 -0.44 -3.19
H -1.32 0.26 -4.72
H -2.19 -1.12 -5.38
H 0.26 -1.45 -5.59
H -1.20 -3.43 -5.25
H 0.37 -3.68 -4.48
H -1.46 -4.36 -2.95
H -3.21 -2.83 -3.84
H -3.04 -2.66 -2.09
H 0.62 -3.41 -1.99
H -0.78 -2.99 -1.00
H 0.93 -0.08 -3.66
H 1.63 -1.69 -3.54
H -0.20 2.75 2.72
*
```

Properties
HOMO energy, eV: -9.57
Kohn-Sham gap, eV: 9.7
LUMO, eV: 0.2
Energy above the lowest of the compared OMol25 structures with the same formula, charge and spin, kcal/mol: 0.3
SMILES: CNS(=O)(=O)c1cccc(C(=O)OCC(=O)[C@]23C[C@H]4C[C@H](C[C@H](C4)C2)C3)c1



[8]
# C11H19N4

An isolated ion of composition C11H19N4 and charge +1 (ωB97M-V/def2-TZVPD, the Open Molecules 2025 dataset).

```
! RIJCOSX wB97M-V def2-TZVPD def2/J DEFGRID3
* xyz 1 1
C 3.69 2.42 1.55
C 3.64 1.33 0.50
C 4.78 0.32 0.76
C 2.34 0.68 0.67
C 1.39 0.62 -0.20
N 0.16 0.08 0.08
N 0.06 -0.24 1.39
C -1.04 -0.74 1.85
N -2.10 -1.11 1.08
C -2.23 -0.95 -0.13
C -3.30 -1.19 -1.10
C -3.74 -2.69 -1.07
C -4.50 -0.22 -0.71
C -0.74 -0.14 -0.82
N -0.82 0.22 -2.10
H 4.32 2.22 2.35
H 3.93 3.48 1.16
H 2.65 2.62 1.97
H 3.76 1.96 -0.44
H 4.63 -0.06 1.72
H 4.90 -0.50 0.00
H 5.75 0.86 0.77
H 2.15 0.37 1.70
H 1.70 1.15 -1.18
H -1.09 -1.19 2.89
H -2.99 -0.83 -2.17
H -3.35 -3.08 -0.13
H -3.35 -3.13 -2.03
H -4.84 -2.73 -1.20
H -4.72 -0.44 0.32
H -5.50 -0.34 -1.27
H -4.05 0.79 -0.86
H -1.43 -0.27 -2.78
H -0.07 0.68 -2.59
*
```

Properties
HOMO energy, eV: -12.86
Kohn-Sham gap, eV: 8.9
LUMO, eV: -4.0
Energy above the lowest of the compared OMol25 structures with the same formula, charge and spin, kcal/mol: 102.0
SMILES: CC(C)/C=C/n1ncnc(C(C)C)c1=[NH2+]



[9]
# C25H53BClN2O10

A 5-piece molecular cluster, C25H53BClN2O10 overall (ωB97M-V/def2-TZVPD, the Open Molecules 2025 dataset).

```
! RIJCOSX wB97M-V def2-TZVPD def2/J DEFGRID3
* xyz -1 1
C -2.15 -0.43 2.15
C -0.81 -1.21 2.13
O -0.78 -2.32 1.30
B -0.67 -2.11 -0.17
C -0.42 -0.59 -0.72
N -0.20 -0.60 -2.19
C -1.99 -2.73 -1.00
C -3.00 -3.48 -0.11
C -4.39 -3.54 -0.85
C -5.48 -2.82 -0.07
N -5.65 -3.40 1.29
C 0.68 -3.02 -0.70
C 1.40 -3.51 0.52
O 2.31 -2.96 0.97
Cl 0.88 -5.04 1.34
H -2.15 0.44 1.49
H -2.23 -0.03 3.17
H -3.02 -1.09 2.02
H 0.04 -0.53 2.02
H -0.72 -1.60 3.15
H 0.46 -0.13 -0.23
H -1.29 0.05 -0.54
H -1.10 -0.58 -2.66
H 0.39 0.17 -2.48
H -1.70 -3.32 -1.88
H -2.53 -1.85 -1.39
H -2.66 -4.51 0.00
H -3.19 -2.98 0.84
H -4.31 -3.03 -1.81
H -4.71 -4.57 -1.04
H -6.45 -2.92 -0.57
H -5.26 -1.75 0.03
H -6.58 -3.21 1.63
H -5.02 -2.93 1.93
H 0.39 -3.91 -1.26
H 1.41 -2.42 -1.23
O 1.60 0.58 -4.09
C 2.75 0.90 -4.19
O 3.71 0.03 -3.83
C 5.10 0.21 -4.09
C 5.77 1.04 -3.01
C 3.15 2.30 -4.62
H 5.26 0.63 -5.09
H 5.54 -0.79 -4.10
H 5.35 2.05 -2.97
H 6.84 1.12 -3.20
H 5.61 0.59 -2.04
H 3.13 2.95 -3.75
H 2.42 2.65 -5.34
H 4.12 2.35 -5.10
O -0.49 2.38 3.18
C 0.68 2.65 3.08
O 1.59 1.71 3.38
C 2.99 1.85 3.11
C 3.71 2.58 4.22
C 1.13 4.04 2.71
H 3.15 2.30 2.13
H 3.37 0.83 3.04
H 3.34 3.60 4.33
H 4.78 2.62 4.03
H 3.54 2.08 5.18
H 1.16 4.66 3.61
H 0.41 4.46 2.02
H 2.10 4.08 2.22
O -2.89 7.35 4.89
C -2.62 6.36 5.51
O -2.28 5.24 4.86
C -1.76 4.06 5.51
C -2.87 3.17 6.01
C -2.76 6.32 7.02
H -1.06 4.34 6.30
H -1.19 3.53 4.75
H -3.48 3.66 6.76
H -2.46 2.25 6.44
H -3.53 2.89 5.19
H -3.80 6.10 7.27
H -2.50 7.30 7.41
H -2.11 5.60 7.51
O 3.25 -3.25 -7.46
C 2.38 -3.28 -6.63
O 1.36 -4.15 -6.76
C 0.40 -4.39 -5.72
C -0.73 -3.38 -5.76
C 2.36 -2.31 -5.48
H 0.88 -4.44 -4.75
H 0.00 -5.39 -5.92
H -0.37 -2.37 -5.57
H -1.48 -3.62 -5.00
H -1.21 -3.39 -6.74
H 1.88 -1.38 -5.80
H 3.38 -2.10 -5.18
H 1.85 -2.68 -4.59
*
```

Properties
HOMO energy, eV: -4.40
Kohn-Sham gap, eV: 6.3
LUMO, eV: 1.9



| no. | calculated total energy (eV) | maximum force (eV/Å) |
| --- | --- | --- |
| 1 | -11606.6707 | 2.9 |
| 2 | -99461.2257 | 3.7 |
| 3 | -153998.7908 | 0.2 |
| 4 | -87562.8396 | 2.0 |
| 5 | -52993.3805 | 3.1 |
| 6 | -24701.6153 | 9.8 |
| 7 | -43709.6149 | 0.9 |
| 8 | -17665.2430 | 6.0 |
| 9 | -63440.6112 | 3.9 |